No. 1
101
Properties=species:S:1:pos:R:3 method="wB97M-V/def2-TZVPD" molar_mass_da=830.59 e_tot_ev=-92795.8029 max_force_ev_per_a=1.71 multiplicity=1 charge=-1
C -0.99344 -1.53718 -5.88122
C -0.92052 -2.94405 -5.25612
C -1.26691 -2.91514 -3.76663
C -1.29975 -4.29951 -3.09212
C -0.51795 -4.28519 -1.77009
C 0.99821 -4.45241 -1.99100
C 1.85621 -3.62870 -1.02977
C 1.75307 -2.11651 -1.27812
C 2.58208 -1.67927 -2.48232
C 2.86461 -0.15040 -2.61935
C 2.52295 0.65514 -1.40641
C 3.25007 0.77826 -0.25219
B 4.65932 0.18551 0.09965
N 4.98357 -1.20931 -0.08586
O 5.59052 1.04776 0.68488
N 2.49704 1.59077 0.59408
C 2.92363 1.84978 1.96715
C 2.86698 0.58652 2.81733
C 1.55710 -0.17861 2.63754
C 0.43159 0.53025 3.37823
C -0.98520 0.08658 3.03463
F -1.84550 1.07300 3.30502
F -1.01651 -0.13632 1.66445
C -1.47057 -1.26732 3.64463
F -0.44885 -2.14468 3.58883
F -2.46640 -1.74571 2.90419
S -2.12893 -1.18093 5.43586
F -3.37018 -0.37897 4.93117
F -1.31998 0.18069 5.70124
F -0.84732 -1.97971 5.99648
F -2.87563 -2.56765 5.23802
F -2.67051 -1.10515 6.92272
C 1.37158 1.99386 -0.02994
C 0.32744 2.91161 0.51713
C 0.83288 4.20409 1.19159
C 1.97648 4.89368 0.41608
C 3.17482 5.18085 1.27683
O 3.10625 5.68453 2.34420
O 4.38417 4.84874 0.71027
N 1.36482 1.41533 -1.25475
C 0.38266 1.51348 -2.36669
C -1.07015 1.75776 -2.00586
C -1.57973 0.83966 -0.92318
O -2.14416 1.20677 0.02945
O -1.32219 -0.46801 -1.19234
H -0.16226 -1.36876 -6.56720
H -1.92222 -1.40583 -6.43463
H -0.94880 -0.77905 -5.09499
H -1.62312 -3.61552 -5.75270
H 0.09601 -3.33177 -5.36207
H -2.22285 -2.40530 -3.62312
H -0.51581 -2.29215 -3.26732
H -0.79489 -5.00719 -3.75748
H -2.32525 -4.61634 -2.91142
H -0.86166 -5.08716 -1.11494
H -0.72404 -3.34459 -1.25441
H 1.26566 -4.24615 -3.03192
H 1.22611 -5.50858 -1.81759
H 1.52907 -3.84690 -0.00858
H 2.90829 -3.92867 -1.07836
H 2.06962 -1.61005 -0.36467
H 0.70078 -1.87935 -1.44105
H 3.50942 -2.25572 -2.52855
H 2.02363 -1.96069 -3.37993
H 2.28079 0.20750 -3.46249
H 3.90302 0.03579 -2.89879
H 5.80230 -1.43231 0.47613
H 5.26087 -1.40996 -1.04459
H 5.81387 1.78146 0.10210
H 3.95651 2.19002 1.94062
H 2.33800 2.63676 2.42530
H 2.94731 0.92091 3.85607
H 3.72170 -0.06528 2.62236
H 1.35053 -0.23186 1.56763
H 1.70331 -1.19476 2.99690
H 0.43673 1.59011 3.09845
H 0.61164 0.48974 4.45105
H -0.35880 3.20824 -0.27029
H -0.28183 2.34645 1.23189
H 1.07433 4.06855 2.24257
H -0.02959 4.87053 1.19714
H 2.26783 4.34752 -0.48003
H 1.62757 5.87334 0.07620
H 4.83992 4.24158 1.30824
H 0.75807 2.26698 -3.06183
H 0.42545 0.56052 -2.88477
H -1.65546 1.56085 -2.90975
H -1.27295 2.79649 -1.75320
H -1.17860 -0.91537 -0.34251
C -7.67771 1.06610 1.33976
C -7.22952 2.33282 0.92657
C -5.68543 2.52518 0.88757
O -5.19900 3.58797 0.45543
C -4.87756 1.46013 1.35391
C -5.32290 0.20004 1.77538
C -6.86114 -0.02831 1.72089
O -7.31223 -1.14867 2.01327
O -4.58495 -0.72975 2.16803
O -7.95225 3.28769 0.58815
H -8.74748 0.87569 1.36851
H -3.81775 1.67319 1.36139



No. 2
86
Properties=species:S:1:pos:R:3 method="wB97M-V/def2-TZVPD" molar_mass_da=848.72 e_tot_ev=-103410.1981 e_above_lowest_kcal_mol=0.0 max_force_ev_per_a=2.36 multiplicity=1 charge=+2
P 1.35868 -1.80598 -2.16481
C 1.24873 -3.51765 -2.82770
C 0.80258 -3.84053 -4.12075
H 0.45895 -3.05556 -4.79752
C 0.80865 -5.17427 -4.54252
H 0.48659 -5.41263 -5.55586
C 1.22268 -6.19276 -3.67799
H 1.22518 -7.23018 -4.01283
C 1.63134 -5.87315 -2.37504
H 1.95103 -6.66239 -1.69406
C 1.63297 -4.54907 -1.94200
H 1.93680 -4.29342 -0.92235
C 0.49581 -0.84357 -3.47247
C -0.90911 -0.76765 -3.36648
H -1.40928 -1.23992 -2.51591
C -1.64628 -0.11016 -4.35110
H -2.73252 -0.07878 -4.27780
C -0.99579 0.50276 -5.43057
H -1.57652 1.01437 -6.19934
C 0.39845 0.45739 -5.51631
H 0.91389 0.93365 -6.34936
C 1.15068 -0.20298 -4.53756
H 2.23900 -0.22480 -4.60720
C 3.12186 -1.39425 -2.49355
C 3.97716 -2.18116 -3.28304
H 3.62214 -3.12061 -3.71249
C 5.28834 -1.75551 -3.52349
H 5.93724 -2.36334 -4.15256
C 5.76043 -0.56296 -2.96499
H 6.78173 -0.23303 -3.16056
C 4.91811 0.20292 -2.14850
H 5.28155 1.13377 -1.71151
C 3.61419 -0.21683 -1.88753
H 2.96637 0.35546 -1.21446
Pb -1.48823 0.07745 3.66125
C -1.60631 2.21820 2.50038
C -1.23118 2.52488 1.26532
H -2.01929 2.96791 3.19813
C -0.62802 1.54430 0.26860
O 0.66527 2.09369 -0.08329
H 1.08841 1.51803 -0.74565
C -0.41661 0.16371 0.75654
H -1.28308 1.52135 -0.61854
C -0.16720 -0.95726 1.17487
Cl -2.54458 1.30504 5.69152
Cl -1.51649 -2.42610 4.37914
P -3.90310 -0.62814 2.53929
C -4.92978 -1.27566 3.90363
H -5.06421 -0.48169 4.65166
H -4.39691 -2.11107 4.37967
H -5.90249 -1.60587 3.51767
C -4.86092 0.70218 1.76561
H -4.30519 1.08095 0.89733
H -4.97329 1.52215 2.48883
H -5.84598 0.32984 1.45480
C -3.75540 -1.96642 1.31906
H -3.19643 -2.79584 1.77310
H -3.18658 -1.59965 0.45440
H -4.75321 -2.29970 1.00332
P -1.35398 4.26901 0.71769
C -2.38729 5.16601 1.86449
C -2.07863 4.24365 -0.91504
H -1.94036 5.14472 2.86527
H -3.39176 4.72712 1.90278
H -2.46825 6.20936 1.53394
H -1.46137 3.64110 -1.59038
H -2.14318 5.26607 -1.30130
H -3.08727 3.81710 -0.86267
C 0.28920 4.97401 0.69897
H 0.69260 4.99658 1.71821
H 0.25303 5.99331 0.30046
H 0.93123 4.34582 0.07395
H 0.13939 -1.97739 1.35619
C 3.14574 -0.63907 3.97048
P 1.45505 0.03974 4.09546
C 1.16571 0.14364 5.91258
C 1.66869 1.83758 3.78938
H 3.11382 -1.70479 4.23280
H 3.82498 -0.10654 4.64421
H 3.48912 -0.54451 2.93231
H 2.08115 0.50653 6.39758
H 0.89949 -0.85970 6.27793
H 0.32067 0.81828 6.11884
H 2.57839 2.18126 4.29967
H 1.73344 2.01262 2.70622
H 0.78956 2.37901 4.17352